DFT (wB97M-V/def2-TZVPD) results for a structure of composition C29H16Cl5IN2O2PSeW at a distorted geometry.

Properties
- calculated total energy (Eh) = -6782.87841
- highest occupied orbital energy (spin up / spin down) (eV) = -11.5 / -11.4
- expectation value of S² = 2.02
- energy relative to the best compared isomer or geometry (same formula, charge and spin) (kcal/mol) = 76.3
- total charge = +1
- 2S+1 = 3
- frontier orbital gap (spin up / spin down) (eV) = 7.11 / 6.34
- LUMO level (spin up / spin down) (eV) = -4.419 / -5.106

Each line ends with the natural charge from an NBO analysis.
Element x y z (Å)
W1 0.629 -0.611 1.718  0.9969
I1 1.764 1.944 1.419  0.5598
C1 0.563 3.261 0.184  -0.1103
C2 0.771 4.553 0.571  -0.2289
C3 0.225 5.609 -0.174  -0.2012
C4 -0.477 5.323 -1.303  -0.1345
C5 -0.716 3.987 -1.702  -0.0705
C6 -1.446 3.764 -2.888  -0.1258
C7 -1.722 2.500 -3.314  -0.2108
C8 -1.305 1.417 -2.535  -0.1418
C9 -0.594 1.572 -1.362  -0.3508
P1 -0.313 -0.064 -0.551  0.9021
C10 0.551 -0.879 -1.946  -0.2543
C11 1.773 -0.310 -2.304  -0.2307
C12 2.512 -0.840 -3.346  -0.1838
C13 2.034 -1.939 -4.048  -0.1830
C14 0.804 -2.485 -3.718  -0.1962
C15 0.059 -1.959 -2.670  -0.2433
C16 -1.995 -0.777 -0.520  -0.3442
C17 -3.145 0.000 -0.456  -0.2269
C18 -4.386 -0.614 -0.339  -0.1377
C19 -4.482 -1.995 -0.297  -0.1989
C20 -3.334 -2.776 -0.348  -0.1836
C21 -2.095 -2.169 -0.443  -0.2252
C22 -0.230 2.880 -0.925  -0.0087
H1 1.381 4.769 1.439  0.2384
H2 0.393 6.627 0.147  0.2411
H3 -0.867 6.119 -1.924  0.2303
H4 -1.778 4.625 -3.454  0.2296
H5 -2.269 2.326 -4.231  0.2375
H6 -1.565 0.421 -2.864  0.2326
H7 2.144 0.565 -1.783  0.2228
H8 3.463 -0.395 -3.608  0.2347
H9 2.607 -2.360 -4.863  0.2300
H10 0.411 -3.324 -4.277  0.2278
H11 -0.906 -2.388 -2.441  0.2280
H12 -3.077 1.079 -0.493  0.2270
H13 -5.278 -0.005 -0.283  0.2223
H14 -5.453 -2.467 -0.224  0.2311
H15 -3.406 -3.855 -0.307  0.2293
H16 -1.198 -2.778 -0.459  0.2153
Cl1 0.510 -3.283 2.059  0.1915
C23 1.258 -2.743 3.552  -0.0617
C24 1.421 -1.367 3.565  -0.4754
C25 2.124 -0.863 4.655  0.0499
Cl2 2.394 0.841 4.717  0.0415
C26 2.618 -1.691 5.660  -0.1101
Cl3 3.510 -1.029 6.959  0.0984
C27 2.387 -3.072 5.603  -0.0667
Cl4 2.958 -4.096 6.845  0.1054
C28 1.696 -3.621 4.520  -0.0847
Cl5 1.410 -5.302 4.381  0.0925
O1 -0.515 0.638 2.871  -0.4481
N1 -1.537 -0.113 2.920  0.4209
O2 -1.252 -1.143 2.218  -0.4732
Se1 2.714 -1.652 0.734  0.0980
C29 3.790 -0.342 0.048  0.0056
N2 4.466 0.486 -0.385  -0.3293